Here is a molecular structure, C12H21Be2Br3Cl2F6KN2NbO8S at a distorted geometry from the Open Molecules 2025 dataset. Energies are from the ωB97M-V functional and the def2-TZVPD basis.

Last column: natural (NBO) charge in e.
CARTESIAN COORDINATES (ANGSTROEM)
C 3.387 0.747 -0.694  -0.6044
C 1.948 0.081 -0.813  -0.9245
Nb 0.359 1.677 -0.946  1.6573
N -1.109 3.208 -1.285  -0.8553
C -1.635 3.767 -0.086  0.9532
O -1.907 4.898 -0.049  -0.5361
F -1.887 3.029 1.000  -0.2964
C -0.446 4.310 -2.007  0.9753
O -0.766 4.577 -3.078  -0.4991
F 0.543 5.040 -1.459  -0.3106
S -1.411 -0.046 -1.789  1.4539
O -0.983 -0.779 -2.993  -0.9164
O -2.694 0.709 -2.169  -1.0514
C -1.943 -1.285 -0.486  0.7488
F -3.068 -0.855 0.067  -0.2767
F -1.007 -1.444 0.430  -0.2820
F -2.126 -2.478 -1.145  -0.3890
H 4.174 -0.030 -0.576  0.2077
H 3.383 1.410 0.192  0.2144
H 3.579 1.381 -1.586  0.2161
H 1.806 -0.487 0.143  0.2406
H 1.907 -0.655 -1.651  0.2305
H 0.833 1.878 -2.712  -0.2963
H 1.625 2.860 -0.446  -0.2011
H -0.132 1.370 0.781  -0.3645
C -2.632 1.613 -5.629  -0.7181
C -1.186 1.498 -5.454  0.3822
N -0.049 1.407 -5.313  -0.2762
H -3.147 1.203 -4.753  0.2404
H -2.907 2.661 -5.744  0.2849
H -2.943 1.062 -6.516  0.2621
Be -3.877 -3.640 -1.954  0.1357
Cl 0.726 2.664 -7.204  -0.2180
C 0.084 -4.717 2.276  -0.6296
C 1.546 -4.377 2.017  0.0623
C 2.454 -5.109 2.986  -0.4304
O 1.728 -2.973 2.141  -0.7037
H -0.217 -4.415 3.280  0.2513
H -0.559 -4.178 1.581  0.1409
H -0.096 -5.795 2.166  0.1994
H 1.819 -4.648 0.988  0.1783
H 2.208 -4.800 4.086  0.1756
H 3.496 -4.849 2.810  0.2469
H 2.354 -6.195 2.921  0.2956
H 1.496 -2.713 3.042  0.4765
F 3.078 -7.305 4.268  -0.5841
K -0.782 -5.103 -0.041  0.9448
Cl 2.824 -4.909 5.513  0.0665
Be -3.407 -0.886 -2.834  0.6926
C -4.773 5.697 2.204  0.9267
O -4.657 4.615 1.565  -0.6789
O -3.984 6.674 1.663  -0.7139
O -5.461 5.968 3.190  -0.6071
H -3.651 6.063 0.976  0.4922
C 3.557 0.497 3.931  -0.4969
Br 2.257 1.201 2.685  0.1007
Br 4.304 -1.179 3.322  0.0774
Br 4.934 1.789 4.333  0.1063
H 3.033 0.293 4.857  0.2235

For the HOMO-LUMO gap, the calculation gives 1.09 eV. As for the calculated total energy: -11506.555338 Ha. Its net charge is 0. The value obtained for the molar mass is 928.0 g/mol.



Here is a molecular structure, C13H8AuN2O6S5 at a distorted geometry from the Open Molecules 2025 dataset. Energies are from the ωB97M-V functional and the def2-TZVPD basis.

Last column: natural (NBO) charge in e.
CARTESIAN COORDINATES (ANGSTROEM)
Au -0.246 0.099 -0.217  1.1152
O 2.888 0.934 1.299  -0.9321
S 2.525 1.478 0.027  2.4106
O 3.605 2.054 -0.739  -0.9827
O 1.742 0.546 -0.856  -1.0432
C 1.337 2.833 0.248  -0.3765
C 1.358 3.799 -0.745  -0.1973
C 0.430 4.827 -0.713  -0.2238
C -0.499 4.890 0.315  -0.2064
C -0.498 3.930 1.314  -0.2295
C 0.416 2.893 1.253  -0.2210
S 0.304 1.665 2.617  2.4172
O 1.398 1.984 3.493  -0.9609
O -1.005 1.919 3.186  -1.0101
O 0.366 0.340 1.972  -1.0874
H 2.105 3.711 -1.517  0.2439
H 0.435 5.577 -1.491  0.2064
H -1.234 5.681 0.337  0.2077
H -1.201 3.947 2.131  0.2534
S -4.406 1.872 -0.990  -0.0766
C -2.895 1.227 -0.751  -0.5760
S -2.608 -0.178 0.173  0.0853
S -1.490 1.923 -1.439  0.1110
N 0.071 -7.596 0.117  -0.2795
C 0.068 -6.451 0.087  0.2699
C 0.076 -5.035 0.040  -0.1315
C 0.582 -4.375 -1.081  -0.2017
C 0.541 -2.991 -1.096  0.0643
N 0.042 -2.282 -0.097  -0.4621
C -0.408 -2.897 0.983  0.0628
C -0.416 -4.277 1.103  -0.1885
H 0.978 -4.933 -1.914  0.2369
H 0.916 -2.421 -1.934  0.2246
H -0.774 -2.252 1.770  0.2396
H -0.804 -4.760 1.986  0.2381

For the HOMO-LUMO gap, the calculation gives 6.38 eV. As for the calculated total energy: -3187.840543 Ha. Its net charge is -1. The value obtained for the molar mass is 645.5 g/mol.



Here is CH3NO4 in the gas phase at a distorted geometry from the Open Molecules 2025 dataset. Energies are from the ωB97M-V functional and the def2-TZVPD basis.

Last column: Löwdin spin population.
CARTESIAN COORDINATES (ANGSTROEM)
C 1.372 0.574 0.700  0.1016
N -1.663 -0.723 -0.825  0.0047
O -1.320 -1.854 -0.795  -0.0173
O -2.641 -0.235 -1.196  0.0654
O 0.592 -0.227 -0.115  1.0699
O -0.828 0.321 -0.390  0.7113
H 2.121 -0.077 0.879  0.0132
H 0.880 0.644 1.581  0.0220
H 1.487 1.578 0.160  0.0292

For the HOMO-LUMO gap (spin up / spin down), the calculation gives 8.67 / 8.78 eV. Its spin multiplicity is 3. The energy above the lowest of the compared OMol25 structures with the same formula, charge and spin is 60.07 kcal per mole. As for the calculated total energy: -395.228178 Ha. Its net charge is 0. The expectation value of S² is 2.011. The value obtained for the molar mass is 93.0 g/mol.



What is the calculated total energy in the first record?
-11506.555338 Ha